No. 1
{"formula": "C24H54NO23P5S", "method": "ωB97M-V with the def2-TZVPD basis set", "homo_energy_ev": -10.240, "e_above_lowest_ev": 1.935, "gap_ev": 10.2, "total_charge": 0, "smiles": "CCC[C@]1(c2ccncc2)OS(=O)(=O)O[C@@]1(CC)P(=O)(O)O.COP(=O)(OC)OC.COP(=O)(OC)OC.COP(=O)(OC)OC.COP(=O)(OC)OC", "elements": ["C", "C", "C", "C", "C", "C", "C", "N", "C", "C", "O", "S", "O", "O", "O", "C", "C", "C", "P", "O", "O", "O", "H", "H", "H", "H", "H", "H", "H", "H", "H", "H", "H", "H", "H", "H", "H", "H", "H", "H", "C", "O", "P", "O", "O", "C", "O", "C", "H", "H", "H", "H", "H", "H", "H", "H", "H", "C", "O", "P", "O", "O", "C", "O", "C", "H", "H", "H", "H", "H", "H", "H", "H", "H", "C", "O", "P", "O", "O", "C", "O", "C", "H", "H", "H", "H", "H", "H", "H", "H", "H", "C", "O", "P", "O", "O", "C", "O", "C", "H", "H", "H", "H", "H", "H", "H", "H", "H"], "xyz": [[-2.849, 2.601, 2.170], [-1.819, 1.851, 1.272], [-2.416, 1.001, 0.103], [-2.771, 1.830, -1.176], [-1.457, 2.533, -1.617], [-1.415, 3.932, -1.908], [-0.204, 4.543, -2.269], [1.016, 4.010, -2.438], [0.938, 2.699, -2.154], [-0.163, 1.915, -1.740], [-3.697, 2.892, -0.773], [-5.187, 2.216, -0.615], [-5.535, 1.612, 0.642], [-6.282, 3.039, -1.028], [-4.956, 1.048, -1.733], [-3.624, 1.118, -2.323], [-3.329, -0.363, -2.674], [-1.829, -0.614, -2.997], [-3.981, 2.123, -3.881], [-4.826, 1.364, -4.807], [-2.554, 2.477, -4.631], [-4.769, 3.522, -3.539], [-3.436, 3.381, 1.650], [-2.258, 3.144, 2.947], [-3.477, 1.870, 2.712], [-1.299, 1.130, 1.946], [-1.048, 2.583, 0.959], [-1.662, 0.243, -0.204], [-3.293, 0.437, 0.481], [-2.331, 4.539, -1.826], [-0.248, 5.638, -2.443], [1.904, 2.163, -2.262], [-0.029, 0.848, -1.515], [-3.898, -0.654, -3.586], [-3.677, -1.063, -1.883], [-1.294, -0.831, -2.051], [-1.435, 0.301, -3.496], [-1.654, -1.452, -3.697], [-2.455, 3.446, -4.580], [-4.163, 4.173, -3.141], [-3.614, 2.326, 6.862], [-2.432, 2.165, 7.645], [-1.125, 1.577, 6.961], [-0.944, 1.921, 5.542], [-1.178, 0.016, 7.271], [-2.215, -0.743, 6.658], [0.012, 2.088, 7.929], [1.368, 1.799, 7.586], [-4.064, 3.286, 7.113], [-3.403, 2.308, 5.792], [-4.321, 1.531, 7.104], [-2.469, -0.342, 5.675], [-3.099, -0.734, 7.297], [-1.877, -1.770, 6.540], [1.969, 2.682, 7.793], [1.473, 1.541, 6.531], [1.726, 0.972, 8.199], [-6.031, -0.006, 3.275], [-5.883, -0.929, 4.359], [-6.270, -2.454, 4.130], [-6.033, -2.974, 2.779], [-7.777, -2.570, 4.638], [-8.787, -1.889, 3.896], [-5.453, -3.168, 5.280], [-5.500, -4.593, 5.351], [-5.160, 0.645, 3.256], [-6.110, -0.510, 2.312], [-6.921, 0.602, 3.439], [-8.547, -1.857, 2.832], [-8.895, -0.874, 4.280], [-9.729, -2.417, 4.028], [-4.499, -4.958, 5.578], [-5.831, -5.035, 4.411], [-6.177, -4.892, 6.151], [2.556, -0.539, -4.459], [2.300, -1.909, -4.170], [2.838, -2.547, -2.816], [2.910, -1.626, -1.673], [4.214, -3.250, -3.202], [5.306, -2.418, -3.589], [1.866, -3.777, -2.628], [2.002, -4.567, -1.447], [1.649, -0.103, -4.877], [2.829, 0.015, -3.560], [3.358, -0.458, -5.193], [5.286, -1.461, -3.063], [5.265, -2.246, -4.666], [6.236, -2.929, -3.351], [1.006, -4.811, -1.081], [2.545, -4.036, -0.664], [2.528, -5.490, -1.690], [10.076, -2.942, -6.084], [10.370, -2.571, -4.738], [10.240, -1.047, -4.308], [9.190, -0.284, -4.994], [11.711, -0.452, -4.466], [12.254, -0.349, -5.780], [10.076, -1.160, -2.743], [9.860, 0.041, -2.000], [9.498, -3.865, -6.067], [9.499, -2.177, -6.604], [11.009, -3.120, -6.622], [11.477, -0.143, -6.518], [12.767, -1.279, -6.033], [12.976, 0.465, -5.793], [9.106, -0.157, -1.240], [9.512, 0.855, -2.638], [10.789, 0.334, -1.512]]}

=====

No. 2
{"formula": "C24H55BBrN6O8SSi", "method": "ωB97M-V with the def2-TZVPD basis set", "homo_energy_ev": -11.291, "gap_ev": 8.5, "total_charge": 1, "elements": ["C", "C", "O", "C", "O", "C", "N", "C", "N", "B", "O", "N", "C", "C", "N", "C", "C", "O", "Si", "C", "C", "C", "C", "C", "O", "O", "C", "C", "C", "Br", "C", "S", "H", "H", "H", "H", "H", "H", "H", "H", "H", "H", "H", "H", "H", "H", "H", "H", "H", "H", "H", "H", "H", "H", "H", "H", "H", "H", "H", "H", "H", "H", "H", "H", "H", "H", "H", "H", "H", "H", "H", "H", "H", "C", "O", "N", "C", "C", "H", "H", "H", "H", "H", "H", "H", "C", "O", "N", "C", "C", "H", "H", "H", "H", "H", "H", "H"], "xyz": [[-5.182, 0.696, 4.517], [-5.960, -0.302, 3.679], [-7.066, 0.317, 3.052], [-5.109, -0.973, 2.591], [-3.882, -1.477, 3.102], [-2.758, -0.729, 2.798], [-2.295, -1.092, 1.428], [-1.022, -0.830, 1.085], [-0.648, -1.025, -0.156], [0.753, -0.812, -0.711], [1.031, 0.393, -1.252], [1.729, -1.853, -0.735], [1.382, -2.708, -1.909], [3.095, -1.346, -0.899], [-0.084, -0.393, 2.013], [-0.236, 1.066, 2.290], [0.481, 2.021, 1.341], [-0.447, 2.480, 0.368], [-0.072, 3.926, -0.437], [-1.680, 4.482, -1.226], [1.186, 3.687, -1.807], [0.503, 5.270, 0.736], [-0.272, -1.196, 3.268], [0.870, -0.895, 4.248], [0.450, 0.087, 5.186], [1.301, 0.000, 6.313], [-0.239, -2.717, 2.981], [0.945, -3.203, 2.128], [0.536, -4.206, 1.074], [2.235, -4.137, 3.309], [-1.649, -0.830, 3.882], [-2.116, -1.922, 5.271], [-4.512, 0.197, 5.211], [-5.893, 1.270, 5.106], [-4.634, 1.402, 3.892], [-6.342, -1.101, 4.308], [-6.782, 1.169, 2.695], [-5.695, -1.789, 2.179], [-4.976, -0.250, 1.777], [-3.066, 0.314, 2.744], [-2.940, -0.770, 0.715], [-1.353, -1.379, -0.793], [0.249, 0.952, -1.368], [0.302, -2.881, -1.890], [1.888, -3.662, -1.872], [1.591, -2.181, -2.841], [3.356, -0.665, -0.094], [3.784, -2.186, -0.841], [3.248, -0.862, -1.864], [-1.290, 1.340, 2.212], [0.060, 1.286, 3.310], [1.348, 1.536, 0.895], [0.863, 2.838, 1.954], [-2.180, 5.142, -0.522], [-2.302, 3.597, -1.368], [-1.500, 4.964, -2.187], [1.632, 4.636, -2.089], [0.665, 3.279, -2.672], [1.987, 2.992, -1.558], [0.355, 6.255, 0.310], [-0.038, 5.189, 1.679], [1.553, 5.119, 0.982], [1.201, -1.782, 4.774], [1.722, -0.506, 3.678], [2.063, 0.557, 6.088], [-1.184, -3.079, 2.581], [-0.125, -3.182, 3.948], [1.519, -2.379, 1.731], [-0.310, -3.851, 0.491], [0.362, -5.189, 1.497], [1.361, -4.313, 0.375], [-1.626, 0.130, 4.378], [-2.313, -3.081, 4.633], [4.796, -5.040, -2.824], [3.655, -4.605, -2.802], [5.880, -4.330, -3.170], [7.210, -4.911, -3.175], [5.715, -2.938, -3.555], [5.029, -6.083, -2.560], [7.861, -4.371, -2.486], [7.639, -4.862, -4.177], [7.161, -5.953, -2.867], [5.273, -2.370, -2.737], [5.052, -2.863, -4.418], [6.684, -2.515, -3.805], [-0.608, 4.701, -4.997], [-0.855, 5.447, -4.065], [-1.530, 4.210, -5.840], [-1.182, 3.329, -6.938], [-2.922, 4.584, -5.640], [0.417, 4.367, -5.230], [-1.471, 3.778, -7.889], [-1.694, 2.371, -6.833], [-0.108, 3.154, -6.947], [-3.034, 5.666, -5.706], [-3.259, 4.270, -4.651], [-3.536, 4.109, -6.400]]}